Entry 1:
Computed, not measured: C24H36BN5O9Pb as an isolated structure, with ωB97M-V/def2-TZVPD.

Summary:
* gap between HOMO and LUMO: 0.3156 hartree
* max |F|: 0.1226 Eh/bohr
* multiplicity: 1

Geometry as XYZ:
```
76
Properties=species:S:1:pos:R:3:forces:R:3
Pb -0.15439 0.36690 -0.53242 0.348 0.454 -1.632
O -4.22170 1.21550 1.79988 0.385 -1.674 0.876
C -3.97229 0.08696 2.18404 -2.184 2.238 -0.747
O -4.87513 -0.78303 2.70546 2.726 -0.469 -0.031
B -4.07018 -2.05510 2.93727 -0.618 -0.307 -0.989
O -2.69908 -1.77884 2.30881 -0.641 -2.836 1.804
C -2.63912 -0.58985 1.94309 1.227 2.444 -2.437
O -1.71935 -0.09275 1.28504 -1.294 -0.317 1.698
O -4.64908 -3.21820 2.23765 0.948 3.222 -2.779
C -5.04873 -4.10880 3.02683 -1.906 -4.964 -0.265
O -5.53872 -5.19220 2.63728 1.146 2.901 1.880
C -4.65004 -3.63099 4.42913 -1.299 -3.539 1.371
O -3.98008 -2.52843 4.29653 0.697 1.793 0.743
O -4.86010 -4.30294 5.41680 0.528 1.449 -0.639
O 0.11520 1.49563 -2.65080 -0.145 0.113 -0.180
H 0.45185 1.82843 -3.50546 -0.396 -0.362 0.803
C -0.34289 -2.12627 5.20091 -0.934 0.502 -0.697
C 0.78666 -2.86967 4.52236 0.208 -0.961 -0.829
C 0.64544 -3.20116 2.94788 0.046 -0.314 1.241
C 0.89279 -2.10241 2.08037 1.536 4.727 -3.403
N 1.16369 -1.21585 1.33487 -1.006 -3.436 2.981
H -0.34107 -2.12764 6.29091 0.431 -0.244 -0.067
H -1.31242 -2.52116 4.89730 -0.036 -0.267 0.068
H -0.39873 -1.08185 4.89406 0.251 0.145 -0.056
H 0.92827 -3.83422 5.00988 -0.198 -0.173 -0.089
H 1.74395 -2.37537 4.68782 0.007 0.221 -0.305
H -0.28405 -3.61324 2.55502 -0.530 -0.084 0.823
H 1.37849 -3.94268 2.63025 0.274 -0.170 0.419
C 5.16215 3.15174 -2.05639 -1.099 0.759 -0.686
C 4.78755 2.22687 -3.21241 1.346 -0.315 -0.924
C 3.34081 1.83975 -3.36642 -0.523 0.110 0.627
C 2.89329 1.23581 -2.11534 -2.517 -2.907 4.422
N 2.51753 0.68027 -1.12093 2.367 2.616 -4.398
H 4.92939 2.77274 -1.06126 0.381 -0.258 -0.097
H 4.50617 4.01114 -2.19499 -0.238 0.298 0.257
H 6.14615 3.61108 -2.15044 0.210 -0.629 0.176
H 5.37480 1.30882 -3.23307 0.141 -0.083 0.337
H 5.02840 2.68617 -4.17113 0.311 0.364 0.057
H 3.17801 1.14431 -4.18980 0.164 -0.236 0.141
H 2.71793 2.69706 -3.62163 -0.147 0.129 0.398
C 3.79107 4.05565 1.63409 -1.195 -0.097 0.687
C 2.63143 4.79774 2.40674 0.525 -0.366 -1.416
C 1.29021 4.84585 1.48017 1.159 -0.559 1.438
C 0.73219 3.51786 1.21893 0.267 -0.552 -0.418
N 0.32930 2.47961 0.93011 0.237 0.885 0.572
H 3.90365 4.46654 0.63079 0.280 -0.114 0.069
H 3.54016 2.99570 1.59356 -0.308 -0.071 -0.517
H 4.72588 4.00769 2.19259 0.059 0.725 -0.044
H 2.95789 5.81359 2.62938 -0.295 0.159 -0.255
H 2.59176 4.30675 3.37909 -0.940 -0.079 -0.112
H 1.56071 5.26899 0.51275 -0.007 0.095 0.053
H 0.45769 5.40877 1.90222 0.305 0.327 0.178
C 3.10417 -3.96660 -1.24340 1.142 0.632 -0.722
C 2.06843 -4.94011 -1.70827 0.099 0.429 0.443
C 0.96568 -4.26320 -2.53437 -0.256 -0.395 0.736
C 0.39395 -3.10444 -1.91455 -3.393 3.696 3.818
N -0.12417 -2.15977 -1.41260 2.187 -3.755 -2.159
H 2.86551 -3.26214 -0.44661 -0.524 -0.493 0.336
H 3.30102 -3.28085 -2.06748 0.715 -0.087 -0.202
H 3.98288 -4.55243 -0.97366 0.286 0.485 0.043
H 1.74907 -5.40249 -0.77429 -1.087 -0.180 -0.281
H 2.49325 -5.76719 -2.27710 0.134 0.256 -0.246
H 0.24573 -5.06523 -2.69723 -0.512 0.628 -0.598
H 1.19620 -3.63563 -3.39525 1.177 -1.449 -1.260
C -5.51364 2.72440 -4.78823 0.367 -0.300 -0.075
C -5.00480 1.79979 -3.69720 0.757 -0.587 1.309
C -3.54309 2.02842 -3.20735 -0.495 0.875 -0.637
C -3.08218 1.02812 -2.26835 1.307 -2.469 2.289
N -2.68562 0.22768 -1.50065 -1.349 2.284 -2.328
H -4.68644 3.04793 -5.42002 -0.033 0.192 -0.064
H -6.01642 3.58906 -4.35501 0.075 0.031 -0.192
H -6.20289 2.18147 -5.43496 -0.141 0.165 0.080
H -5.03475 0.73699 -3.93731 -0.381 0.066 -0.372
H -5.58671 1.92762 -2.78444 -0.382 -0.200 -0.125
H -3.48285 2.99418 -2.70557 0.111 0.087 0.081
H -2.84601 2.08331 -4.04352 0.148 -0.207 0.017
```
Forces are in eV/Å.

Löwdin population analysis, charges in e, atoms 1 to 8: number 1, Pb, carries 1.336; number 2, O, carries 0.138; number 3, C, carries -0.349; number 4, O, carries 0.222; number 5, B, carries -0.768; number 6, O, carries 0.258; number 7, C, carries -0.420; number 8, O, carries -0.129

Entry 2:
Computed, not measured: C24H36BrN6O2SSn as an isolated structure, with ωB97M-V/def2-TZVPD.

Summary:
* total charge: +1
* gap between HOMO and LUMO: 0.2777 hartree
* max |F|: 0.0181 Eh/bohr
* multiplicity: 1

Geometry as XYZ:
```
71
Properties=species:S:1:pos:R:3:forces:R:3
Sn -0.70414 -0.54560 0.40716 0.052 -0.272 -0.256
C -2.89887 1.78460 1.28999 0.083 -0.166 0.026
C -2.43393 1.07124 2.57210 -0.391 0.277 -0.070
N -1.10959 0.41138 2.54549 0.029 -0.342 -0.026
C 0.04060 1.24335 2.90858 0.361 0.404 0.020
C 1.40681 0.55144 2.64844 -0.160 0.296 0.212
N 1.44362 -0.37704 1.49748 -0.056 -0.163 0.129
C 2.50044 -0.28171 0.45899 0.264 0.164 -0.273
C 2.19233 0.50889 -0.82942 -0.002 -0.067 -0.021
C 1.49184 -0.21112 -1.99741 0.290 0.098 -0.088
N 0.01453 -0.28052 -1.96346 -0.182 -0.058 -0.206
C -0.69397 0.91793 -2.43248 -0.053 0.372 -0.109
C -2.18055 1.05887 -1.99672 0.129 0.398 -0.398
N -2.58946 0.30779 -0.79598 -0.051 -0.304 0.069
C -3.52600 0.96690 0.14656 -0.192 0.251 0.229
H -2.10158 2.38176 0.87470 -0.120 0.221 0.070
H -3.67790 2.47710 1.61358 0.018 0.034 -0.007
H -3.16862 0.29984 2.81810 0.057 0.004 0.141
H -2.43789 1.81453 3.37793 -0.057 -0.132 -0.004
H -1.15264 -0.35222 3.21868 0.028 -0.103 -0.284
H -0.00238 1.50922 3.97143 -0.002 0.011 -0.048
H -0.01725 2.15048 2.31626 0.013 -0.021 0.216
H 1.67624 -0.01067 3.54783 0.074 0.033 -0.106
H 2.15203 1.33934 2.52181 -0.018 -0.131 0.089
H 1.54714 -1.30234 1.90216 -0.253 -0.012 -0.145
H 2.73365 -1.31260 0.17028 0.093 0.055 0.121
H 3.40687 0.14772 0.90064 -0.066 -0.092 0.024
H 3.15737 0.83788 -1.21609 0.051 -0.041 -0.020
H 1.63012 1.39557 -0.56766 0.234 0.095 -0.091
H 1.85986 -1.24238 -2.04460 -0.056 0.053 -0.091
H 1.79752 0.28915 -2.92442 0.057 -0.090 0.043
H -0.24906 -1.04566 -2.58340 -0.052 -0.087 0.394
H -0.66797 0.97503 -3.52473 0.047 0.036 -0.035
H -0.15384 1.77610 -2.05146 -0.004 -0.003 -0.128
H -2.83205 0.78285 -2.83083 0.002 -0.028 0.065
H -2.31230 2.11968 -1.77824 -0.073 -0.186 -0.177
H -3.06974 -0.52499 -1.13114 0.237 -0.007 0.226
H -4.15694 0.18034 0.57818 0.011 0.079 -0.129
H -4.17073 1.64601 -0.42030 -0.038 -0.100 0.060
N 0.68600 -4.38911 1.37191 0.211 -0.268 -0.272
C -0.53321 -3.88171 1.11489 -0.175 0.057 0.256
S -1.30887 -2.93830 2.24710 -0.402 -0.122 0.828
N -1.10577 -4.08675 -0.08503 -0.097 -0.159 -0.032
C -0.54920 -4.80332 -1.17163 0.226 -0.211 -0.305
C 0.72929 -4.49157 -1.62462 -0.111 0.135 0.043
C 1.27204 -5.18294 -2.69312 0.026 -0.043 0.043
C 0.54204 -6.18236 -3.31505 0.050 0.021 -0.062
C -0.74023 -6.47449 -2.88099 0.039 0.011 -0.049
C -1.29085 -5.78907 -1.81271 0.048 0.096 0.126
H 0.98287 -4.37026 2.33573 -0.115 0.054 -0.095
H 1.02798 -5.15294 0.80548 0.064 0.038 -0.013
H -2.09333 -3.87412 -0.12465 0.183 0.111 0.091
H 1.27811 -3.69020 -1.14767 0.053 0.012 0.013
H 2.26484 -4.93651 -3.03831 0.076 0.005 -0.043
H 0.96968 -6.72272 -4.14400 0.033 -0.073 -0.096
H -1.30988 -7.24602 -3.37385 -0.090 -0.074 -0.037
H -2.28895 -6.02281 -1.47572 -0.122 -0.029 0.099
Br 3.62575 7.48669 1.75248 -0.203 -0.261 -0.163
C 2.49527 6.09836 1.09813 0.149 0.155 0.182
C 1.38400 6.41827 0.33405 0.111 0.115 0.060
C 0.53130 5.41330 -0.07480 0.048 -0.174 0.052
C 0.79395 4.08618 0.25657 -0.073 0.025 -0.075
C 1.94549 3.78084 0.96969 -0.240 -0.021 -0.042
C 2.78426 4.78194 1.41936 0.213 0.161 0.019
C -0.23595 3.04974 -0.12024 0.166 0.504 0.081
O -1.23966 3.43399 -0.71010 -0.208 0.219 -0.206
O -0.00765 1.84377 0.24828 -0.200 -0.852 0.172
H 1.17597 7.44369 0.07978 0.003 0.163 -0.013
H -0.35559 5.64168 -0.64591 -0.055 -0.002 -0.004
H 2.17700 2.75141 1.18619 -0.004 -0.079 0.039
H 3.64969 4.54721 2.02075 0.092 0.009 -0.018
```
Forces are in eV/Å.

Löwdin population analysis, charges in e, atoms 1 to 8: number 1, Sn, carries 1.324; number 2, C, carries -0.161; number 3, C, carries -0.179; number 4, N, carries -0.189; number 5, C, carries -0.187; number 6, C, carries -0.153; number 7, N, carries -0.175; number 8, C, carries -0.184

Entry 3:
Computed, not measured: C24H36Ge2IrN4S4Sb as an isolated structure, with ωB97M-V/def2-TZVPD.

Summary:
* total charge: +1
* gap between HOMO and LUMO (spin up / spin down): 0.2533 / 0.2117 hartree
* max |F|: 0.0040 Eh/bohr
* multiplicity: 6

Geometry as XYZ:
```
72
Properties=species:S:1:pos:R:3:forces:R:3
Ir -0.34475 -0.77995 0.18093 0.198 -0.020 0.048
S 4.05483 1.46002 2.01883 -0.115 -0.090 -0.090
Sb 2.67974 -0.14205 1.27054 -0.006 0.158 0.090
S 1.63354 0.06092 -0.85734 -0.077 -0.037 0.073
S 0.56833 -0.55494 2.32909 0.011 -0.032 -0.125
S 3.73037 -2.26359 1.32267 0.042 -0.054 -0.008
C 1.23454 4.52967 1.50843 0.014 -0.002 0.004
C 0.76683 3.07602 1.29192 -0.029 -0.047 0.033
N -0.38674 3.03503 0.40300 -0.076 0.083 -0.102
C -1.41999 3.94195 0.88455 0.007 0.004 0.023
C -0.94131 5.40851 0.76323 0.020 0.005 0.020
N 0.53384 5.36491 0.47012 -0.031 -0.002 0.000
C 0.76382 4.78257 -0.89757 0.024 0.013 -0.009
C 0.02658 3.42407 -0.94060 0.009 -0.024 0.010
H 2.30811 4.64606 1.36783 -0.002 -0.003 0.008
H 0.95473 4.93370 2.48021 -0.002 0.005 -0.004
H 0.51603 2.61257 2.24516 0.015 -0.021 -0.006
H 1.57187 2.50377 0.83802 -0.007 -0.009 0.017
H -1.64644 3.69311 1.92021 -0.023 -0.019 0.015
H -2.33488 3.79614 0.31257 -0.004 0.011 -0.003
H -1.07504 5.97820 1.68131 -0.009 0.003 -0.007
H -1.41135 5.94584 -0.05955 0.004 -0.003 0.001
H 0.90775 6.31024 0.49538 0.000 0.002 0.003
H 1.84142 4.68161 -1.01941 -0.003 -0.006 0.003
H 0.38851 5.49949 -1.62603 0.007 0.001 0.000
H 0.68653 2.65748 -1.34287 -0.008 -0.016 -0.012
H -0.85568 3.48104 -1.57834 0.005 0.005 0.009
C -5.63852 -2.17467 0.74506 -0.043 -0.006 -0.010
Ge -3.69806 -2.39273 0.73908 0.072 0.139 -0.061
C -3.05375 -2.71165 2.55396 -0.003 -0.002 0.021
C -3.17436 -3.84473 -0.47005 -0.004 -0.017 0.018
Ge -2.77283 -0.22812 0.00506 0.068 0.005 0.071
C -3.27444 0.25949 -1.81511 0.002 0.029 -0.012
C -3.21756 1.58571 -2.24720 -0.024 -0.040 -0.040
C -3.52955 1.92500 -3.55560 0.014 0.012 0.028
C -3.89916 0.93695 -4.45769 0.000 0.005 -0.031
C -3.95436 -0.38663 -4.04681 -0.001 -0.025 -0.004
C -3.64090 -0.72182 -2.73680 -0.018 0.028 0.012
C -3.40382 1.14344 1.25454 0.022 -0.040 0.061
C -4.44764 2.01754 0.94953 -0.011 -0.048 -0.040
C -4.92855 2.91338 1.89709 -0.006 0.012 -0.006
C -4.38241 2.93738 3.17267 -0.002 0.021 0.012
C -3.35527 2.06032 3.49894 0.039 0.004 0.001
C -2.86924 1.17632 2.54560 -0.020 0.024 -0.046
H -6.11772 -3.10422 1.05539 -0.017 0.003 0.002
H -5.98895 -1.91519 -0.25368 -0.039 -0.002 0.004
H -5.92669 -1.38238 1.43535 -0.016 0.004 -0.003
H -3.38795 -3.69134 2.89808 0.012 0.001 0.022
H -3.45127 -1.95309 3.22847 0.007 -0.002 0.015
H -1.96572 -2.67223 2.59819 0.014 -0.004 0.026
H -2.90882 -4.72645 0.11425 -0.004 -0.025 -0.027
H -2.31936 -3.56722 -1.08495 0.002 -0.014 -0.002
H -4.01057 -4.09954 -1.12112 0.015 -0.016 -0.023
H -2.93388 2.36440 -1.54794 0.000 0.021 0.034
H -3.49025 2.95977 -3.87312 -0.001 -0.001 -0.005
H -4.14563 1.19843 -5.47834 -0.002 0.002 0.001
H -4.24581 -1.15814 -4.74792 0.001 -0.003 0.004
H -3.69035 -1.76125 -2.43022 0.000 -0.009 -0.003
H -4.90517 1.98935 -0.03298 -0.004 0.019 -0.012
H -5.74415 3.57979 1.64523 -0.001 -0.004 -0.006
H -4.76879 3.62362 3.91544 0.002 -0.003 0.003
H -2.93794 2.05881 4.49854 -0.003 0.006 -0.001
H -2.06346 0.50026 2.81023 0.010 0.003 0.015
N 0.98554 -4.71302 -1.05301 0.001 -0.011 0.047
C 0.77172 -5.03964 0.26498 0.015 -0.007 -0.006
C 0.27898 -3.91746 0.84896 -0.030 -0.014 0.016
N 0.18868 -2.92305 -0.10030 0.009 0.029 -0.008
C 0.63064 -3.43062 -1.23141 -0.016 0.006 -0.045
H 1.36678 -5.31956 -1.75933 -0.006 0.013 -0.015
H 0.99093 -6.01418 0.66163 0.002 -0.001 -0.003
H 0.00013 -3.75026 1.87402 -0.004 0.010 0.002
H 0.71477 -2.90166 -2.16558 0.003 -0.006 0.001
```
Forces are in eV/Å.

Löwdin population analysis, charges in e, atoms 1 to 8: number 1, Ir, carries 0.533; number 2, S, carries -0.116; number 3, Sb, carries -0.088; number 4, S, carries -0.062; number 5, S, carries -0.037; number 6, S, carries 0.113; number 7, C, carries -0.050; number 8, C, carries -0.189